# 1
46
Properties=species:S:1:pos:R:3:lowdin_charge:R:1 method="wB97M-V/def2-TZVPD" max_force_ev_per_a=1.3 charge=0 e_lumo_ev=-0.39 gap_ev=5.938
Ca 0.69640 0.23170 -0.61284 1.3773
N -0.06460 0.30670 3.65878 0.1170
C 0.80556 1.35459 3.87964 -0.0613
C 1.24450 1.72794 2.65380 -0.1024
N 0.67467 0.92689 1.68482 0.0243
C -0.09934 0.08140 2.32833 -0.2728
C -0.95431 -0.92821 1.66802 -0.2729
N -0.86542 -1.25897 0.39841 0.0267
C -1.87421 -2.17617 0.17782 -0.1035
C -2.56075 -2.39293 1.32619 -0.0600
N -1.96836 -1.58261 2.27063 0.1173
H -0.49476 -0.24493 4.37847 0.1563
H 1.02462 1.71819 4.86790 0.1180
H 1.93992 2.50975 2.40126 0.1160
H -2.03092 -2.61526 -0.79236 0.1125
H -3.40017 -3.02442 1.55842 0.1187
H -2.28716 -1.46628 3.21565 0.1564
C -2.50237 2.81988 0.03097 -0.1820
Si -1.95811 2.21450 -1.65372 0.1837
C -3.15112 0.85953 -2.14540 -0.1801
C -2.15304 3.61570 -2.85450 -0.1840
O -0.43646 1.64829 -1.59007 -0.6149
H -3.55306 3.13057 0.01896 0.0274
H -1.90081 3.67081 0.36697 0.0262
H -2.40246 2.02275 0.77907 0.0065
H -4.11405 1.26030 -2.47844 0.0254
H -3.34782 0.19194 -1.29767 0.0080
H -2.74188 0.25551 -2.96180 0.0271
H -3.20160 3.90647 -2.97291 0.0264
H -1.76351 3.33659 -3.83880 0.0292
H -1.59409 4.49248 -2.51125 0.0268
C 1.21025 -2.54465 -2.46310 -0.0678
C 2.33384 -2.29407 -1.49743 -0.4303
C 3.29521 -3.17506 -1.05663 -0.0964
C 4.12321 -2.44750 -0.15363 -0.0973
C 3.61257 -1.17061 -0.10431 -0.4259
C 4.10102 -0.00221 0.70449 -0.0737
N 2.51530 -1.05159 -0.92523 -0.1359
H 1.43478 -3.38958 -3.11546 0.0717
H 1.03499 -1.69219 -3.12672 0.0693
H 0.25328 -2.78410 -1.97943 0.0449
H 3.40508 -4.20691 -1.36273 0.0835
H 4.99493 -2.80938 0.37360 0.0832
H 5.19046 0.06432 0.70417 0.0686
H 3.78850 -0.03510 1.75453 0.0558
H 3.74128 0.94592 0.29353 0.0573


# 2
44
Properties=species:S:1:pos:R:3:lowdin_charge:R:1 method="wB97M-V/def2-TZVPD" max_force_ev_per_a=7.6 charge=+2 spin_multiplicity=5 e_lumo_ev="-7.87 / -9.66" gap_ev="6.758 / 5.348"
I 0.16949 1.96270 -2.69070 0.9444
I 0.94516 -2.33586 -0.89242 0.7167
Co 0.05626 -0.01688 -1.01407 -0.3379
P 1.98108 0.90989 0.38507 0.7775
C 3.17158 1.04015 -1.01220 -0.2286
C 1.71855 2.68317 0.71109 -0.1808
H 2.62372 3.18522 1.06917 0.0855
H 4.04646 0.63860 1.62410 0.0938
H 0.93158 2.70276 1.47887 0.0545
H 2.64231 -0.29135 2.33745 0.0454
H 2.78371 1.82579 -1.70816 -0.0075
H 1.31325 3.14168 -0.21279 0.0198
C 3.16256 0.00411 1.41751 -0.1774
H 4.18220 1.31423 -0.62783 0.0988
H 3.48706 -0.88099 0.86204 0.0580
H 3.26014 0.07842 -1.55248 0.0574
P -1.95335 -0.96421 -0.00032 0.7769
C -3.03284 -1.75399 -1.21439 -0.2419
C -1.98540 -2.19372 1.38550 -0.2193
H -2.28566 0.86169 1.42187 0.0036
H -3.88664 0.03062 1.17383 0.0837
H -3.18395 1.12397 -0.09685 0.0683
C -2.96023 0.39798 0.69998 -0.2060
H -1.45721 -1.70364 2.20950 0.0302
H -3.00979 -2.48317 1.69594 0.0830
H -3.90350 -2.16904 -0.67249 0.0798
H -2.44955 -2.55479 -1.69904 0.0581
H -1.40813 -3.09131 1.09839 0.0353
H -3.33934 -1.02042 -1.98688 0.0659
C -0.61593 -0.26398 -2.74726 -0.6715
O -1.30293 -0.84347 -3.51769 0.0785
C 0.30529 0.40997 1.16018 -0.2827
C -0.15511 0.54446 2.34473 -0.0230
C -0.29838 0.65604 3.77277 -0.2006
C 0.82332 0.59087 4.67045 -0.0031
C 0.67903 0.82523 6.04737 -0.0446
C -0.57537 1.02256 6.62253 -0.0297
C -1.69810 1.05406 5.78993 -0.0417
C -1.58030 0.81975 4.41084 -0.0079
H 1.83206 0.40598 4.31066 0.1012
H 1.55889 0.85803 6.70062 0.1266
H -0.68582 1.16609 7.70182 0.1305
H -2.66192 1.24051 6.25666 0.1217
H -2.51106 0.80059 3.84307 0.1091


# 3
44
Properties=species:S:1:pos:R:3:lowdin_charge:R:1 method="wB97M-V/def2-TZVPD" max_force_ev_per_a=6.4 smiles="NCCCC[C@H](NC(=O)[C@@H](N)Cc1ccccc1)C(=O)O" charge=0 e_lumo_ev=0.23 gap_ev=8.936
N 1.61801 -3.69899 -5.10893 -0.0514
C 1.94959 -2.51479 -4.23516 -0.3686
C 1.09400 -1.23471 -4.34836 -0.2829
C 1.19686 -0.60717 -2.95069 -0.2352
C 0.68068 0.94486 -2.68223 -0.1231
C 1.13634 1.84227 -1.46491 -0.2638
N 0.43832 1.38138 -0.33809 0.0761
C 0.88656 1.64821 0.94836 -0.4206
O 1.95213 2.13464 1.11585 0.0989
C -0.21459 1.24308 2.08902 -0.2298
N -1.20358 2.31555 2.38342 -0.0051
C -0.97622 -0.29279 1.90306 -0.0709
C -1.43193 -0.73260 3.27262 -0.2578
C -0.94000 -1.89398 3.88802 -0.0453
C -1.36608 -2.21434 5.23512 -0.0732
C -2.33826 -1.42825 5.95351 -0.0920
C -2.77227 -0.32560 5.25482 -0.1789
C -2.23111 0.10310 4.12172 -0.1021
C 0.64002 3.18461 -1.96174 -0.5615
O -0.24382 3.63076 -1.36481 0.1605
O 1.26023 3.65708 -3.08952 0.0085
H 2.03622 -3.53210 -6.08040 0.0803
H 0.53889 -3.45658 -5.00777 0.1052
H 1.75146 -2.95472 -3.22870 0.0921
H 3.08686 -2.06724 -4.27685 0.1544
H -0.02669 -1.34665 -4.44133 0.1164
H 1.65392 -0.50776 -5.17960 0.1605
H 2.46469 -0.64073 -2.58777 0.1701
H 0.99412 -1.51023 -2.29534 0.0879
H 1.06820 1.47149 -3.58318 0.0969
H -0.51673 0.93975 -2.73244 0.1579
H 2.33836 1.70371 -1.40281 0.2117
H -0.40588 0.83099 -0.38184 0.1327
H 0.37315 1.02707 2.93970 0.1025
H -0.86736 3.15712 3.19828 0.2003
H -1.44981 2.67388 1.44915 0.0626
H -1.94274 -0.10659 1.45079 0.1026
H -0.26556 -1.02250 1.57085 0.0988
H -0.42141 -2.83384 3.52965 0.1210
H -1.08294 -3.12670 5.77622 0.0916
H -2.91199 -1.81321 6.80261 0.1005
H -3.65693 0.32648 5.69500 0.1415
H -3.00445 0.86714 3.54128 0.1618
H 1.11173 4.77886 -3.37659 0.2691


# 4
50
Properties=species:S:1:pos:R:3:lowdin_charge:R:1 method="wB97M-V/def2-TZVPD" max_force_ev_per_a=0.9 charge=+1 e_lumo_ev=-4.99 gap_ev=5.741
C 3.06754 -2.37418 1.91111 -0.1220
C 2.51727 -1.08872 2.52881 -0.2821
C 2.22303 0.05730 1.57232 -0.6608
I 1.21892 -0.57970 -0.20453 0.9982
N 3.52945 0.72713 1.23053 -0.0526
N 4.12842 0.29719 0.13957 0.1005
C 5.27488 0.83667 -0.18783 -0.0307
C 5.87802 1.85377 0.54371 0.0940
C 5.23673 2.27065 1.67800 -0.2964
O 5.72932 3.23151 2.47839 -0.0590
N 5.80040 4.66250 1.85403 0.1465
O 4.87472 4.91422 1.25773 0.1849
C 4.02350 1.66682 2.04026 -0.1398
C 3.36886 2.10928 3.30679 -0.0724
C 4.20820 1.90221 4.56973 -0.7693
O 3.99581 2.50070 5.56599 0.1003
Br 5.55940 0.52946 4.48094 0.8568
H 2.27955 -3.09793 1.73653 0.0736
H 3.60001 -2.20060 0.97978 0.0502
H 3.77699 -2.82243 2.60147 0.0811
H 3.24405 -0.72422 3.25635 0.0626
H 1.61127 -1.31194 3.08708 0.1241
H 1.55339 0.80052 1.97564 0.0652
H 5.74148 0.44389 -1.07696 0.1390
H 6.81628 2.28498 0.23128 0.1465
H 2.42240 1.62303 3.51246 0.1282
H 3.19396 3.18076 3.24116 0.1495
C -7.36624 -1.46368 -3.79484 -0.1088
O -6.39571 -0.92242 -2.92584 -0.1978
C -6.43998 -1.49475 -1.63200 -0.2079
C -5.09663 -1.38687 -0.95102 -0.1838
O -4.13544 -2.32559 -1.40965 -0.1245
C -3.53113 -2.08402 -2.66748 -0.1823
C -2.49950 -0.98030 -2.65482 -0.2102
O -3.11441 0.29404 -2.68509 -0.1896
C -2.29186 1.30401 -2.15929 -0.1213
H -8.38207 -1.26323 -3.43637 0.0898
H -7.23511 -0.99038 -4.76536 0.0885
H -7.23499 -2.54582 -3.90847 0.0892
H -6.73051 -2.55025 -1.68975 0.1287
H -7.18548 -0.95953 -1.02749 0.1299
H -5.24461 -1.63056 0.10306 0.1274
H -4.71639 -0.36452 -1.00844 0.1216
H -4.27610 -1.90321 -3.44455 0.1256
H -3.01048 -3.01314 -2.90917 0.1290
H -1.85187 -1.07785 -3.53823 0.1300
H -1.88328 -1.07789 -1.74932 0.0998
H -2.03118 1.08855 -1.11424 0.0740
H -2.84974 2.23719 -2.19501 0.0907
H -1.37119 1.41735 -2.74695 0.0860


Taking the records one at a time from the top gives DFT total energy values of -51747.60799, -90361.71840, -26534.40556, -110830.24177 eV.